Formula: C13H29B2N3O7
Source: the Open Molecules 2025 dataset
Level of theory: ωB97M-V with the def2-TZVPD basis set

The value obtained for the total energy is -34111.7204 eV. For the HOMO energy, the calculation gives -8.6 eV. The gap between HOMO and LUMO is 9.12 eV. As for the charge: 0. As for the SMILES: COB(O)[C@@H]1C[C@@H](B(O)N(C)C)C(=O)O1.CNC(C)=O.CNC(C)=O.

Element x y z (Å)
C -2.4730 -2.7230 1.1189
O -1.1306 -3.1819 1.2117
B -0.1578 -2.4697 0.5378
O 0.2292 -2.8492 -0.7080
C 0.5579 -1.2469 1.2840
C 0.2283 0.1296 0.6795
C 1.4821 0.9204 1.0759
B 1.7334 1.1607 2.6458
O 2.9111 1.7794 2.9998
N 0.7773 0.8007 3.6842
C -0.0601 1.9244 4.0988
C 1.4109 0.1577 4.8347
C 2.4951 -0.1284 0.7146
O 3.5439 -0.0330 0.1330
O 2.0263 -1.3175 1.1673
H -2.6107 -1.7770 1.6529
H -3.1128 -3.4785 1.5775
H -2.7744 -2.5723 0.0782
H 0.3970 -2.1313 -1.3459
H 0.2718 -1.2568 2.3375
H -0.7466 0.5634 0.8871
H 0.2928 -0.0058 -0.4062
H 1.6416 1.8878 0.5949
H 3.7032 1.4632 2.5481
H -0.9562 1.5623 4.6143
H 0.4772 2.6115 4.7693
H -0.3900 2.4934 3.2235
H 1.9308 0.8728 5.4879
H 0.6519 -0.3652 5.4258
H 2.1417 -0.5813 4.4971
C -3.8952 2.8654 -2.4233
N -3.1402 1.9701 -1.5742
C -3.5756 0.8610 -0.9219
C -5.0298 0.4799 -1.0846
O -2.8109 0.2017 -0.2371
H -3.4811 2.8878 -3.4328
H -3.8851 3.8822 -2.0268
H -4.9277 2.5366 -2.4877
H -2.1602 2.1612 -1.4324
H -5.2039 -0.4215 -0.5051
H -5.6873 1.2705 -0.7215
H -5.2693 0.2834 -2.1302
C 4.3357 -0.4552 -3.3812
N 3.0409 -0.3470 -2.7445
C 1.8842 -0.9349 -3.1019
C 1.8856 -1.8334 -4.3139
O 0.8614 -0.7480 -2.4407
H 5.0653 -0.8780 -2.6901
H 4.6916 0.5242 -3.7035
H 4.2718 -1.1004 -4.2518
H 2.9723 0.2193 -1.9105
H 0.8801 -2.2218 -4.4442
H 2.1771 -1.2836 -5.2093
H 2.5746 -2.6673 -4.1780

Forces on atoms 1 to 3 (eV/Å):
-0.0886 -0.1087 0.1084
0.0940 0.1288 -0.0910
0.4480 -0.0868 -0.0663

---

Formula: C13H29BrInO5S2
Source: the Open Molecules 2025 dataset
Level of theory: ωB97M-V with the def2-TZVPD basis set

The value obtained for the total energy is -121074.9453 eV. For the HOMO energy, the calculation gives -4.8 eV. The gap between HOMO and LUMO is 7.30 eV. As for the charge: -1.

Element x y z (Å)
C 0.3090 -3.1192 1.4877
C 0.8479 -1.6820 1.3138
O -0.1270 -0.7003 1.1337
In -1.4793 -0.8703 -0.4779
C -3.4350 -0.7248 0.5295
C -3.7187 -1.8871 1.4773
C -4.1768 -3.1383 0.7642
Br -6.0500 -3.0396 0.1905
H 0.6255 -3.5560 2.4383
H -0.7820 -3.1006 1.4733
H 0.6226 -3.7926 0.6882
H 1.5769 -1.6709 0.4853
H 1.4373 -1.4423 2.2151
H -1.2601 -2.4403 -1.2597
H -1.2455 0.4789 -1.5855
H -3.4398 0.2191 1.0798
H -4.2360 -0.6528 -0.2130
H -4.4489 -1.6392 2.2579
H -2.8050 -2.1842 2.0093
H -3.6128 -3.3081 -0.1508
H -4.1403 -4.0327 1.3791
C 1.3087 1.7362 -6.2501
C 1.7145 1.1718 -4.8799
C 0.5044 1.2894 -3.9508
S -0.9438 1.1983 -5.0150
O -1.6339 2.4657 -4.9844
O -1.6728 -0.0240 -4.8262
C -0.0393 1.1030 -6.5690
H 2.0499 1.5111 -7.0170
H 1.2021 2.8219 -6.1935
H 1.9938 0.1218 -4.9890
H 2.5723 1.6976 -4.4623
H 0.4057 0.4991 -3.2105
H 0.4490 2.2523 -3.4474
H -0.6282 1.6152 -7.3261
H 0.0595 0.0457 -6.8142
C 1.1501 0.8947 4.7303
C 2.0721 1.8967 5.4382
C 3.3654 1.9650 4.6250
S 2.9043 1.5716 2.9179
O 3.5832 0.3534 2.5535
O 3.0670 2.7457 2.0958
C 1.1766 1.2515 3.2488
H 0.1334 0.9366 5.1190
H 1.5172 -0.1250 4.8683
H 1.5939 2.8786 5.4529
H 2.2724 1.6120 6.4713
H 3.8383 2.9440 4.6211
H 4.0847 1.2054 4.9254
H 0.7953 0.4672 2.5856
H 0.6421 2.1800 3.0462

Forces on atoms 1 to 3 (eV/Å):
-0.0783 -0.0085 -0.0032
0.1195 0.0311 -0.0414
0.0454 -0.2186 0.1573

---

Formula: C13H29BrOSi
Source: the Open Molecules 2025 dataset
Level of theory: ωB97M-V with the def2-TZVPD basis set

The value obtained for the total energy is -93920.8600 eV. For the HOMO energy, the calculation gives -9.5 eV. The gap between HOMO and LUMO is 10.32 eV. As for the charge: 0. The calculation puts the energy above the lowest of the compared OMol25 structures with the same formula, charge and spin at 23.9 kJ/mol. As for the SMILES: C[Si](C)(C)OCCCCCCCCCCBr.

Element x y z (Å)
C -0.2178 2.7605 -0.8133
Si 0.9900 2.6974 0.6215
C 1.9962 4.2911 0.8591
C -0.1567 2.4951 2.0699
O 2.0190 1.3973 0.4727
C 3.1176 1.5947 -0.3584
C 3.7494 0.2705 -0.8144
C 2.7727 -0.5275 -1.6487
C 1.4900 -0.8481 -0.8703
C 0.3912 -1.6165 -1.6228
C -0.8764 -1.6902 -0.7395
C -1.8720 -2.8411 -0.9727
C -3.1408 -2.6977 -0.1427
C -2.9470 -2.7937 1.3533
C -4.2980 -2.7410 2.0935
Br -4.8815 -0.8958 2.1453
H -0.7564 1.8363 -0.9760
H -0.9495 3.5476 -0.6894
H 0.3379 2.9192 -1.7368
H 2.3349 4.6889 -0.0938
H 1.3166 5.0072 1.3213
H 2.8647 4.1292 1.4939
H -0.7431 1.6004 1.9569
H -0.7507 3.3930 1.9378
H 0.3869 2.4917 3.0211
H 2.8229 2.2064 -1.1867
H 3.8192 2.1632 0.2318
H 4.0617 -0.2901 0.0978
H 4.6710 0.4558 -1.3616
H 3.2430 -1.4809 -2.0456
H 2.4651 -0.0002 -2.5215
H 1.7712 -1.3783 0.0249
H 1.0381 0.0916 -0.4839
H 0.2296 -1.1278 -2.6107
H 0.7395 -2.6331 -1.8886
H -0.5645 -1.6914 0.3120
H -1.3873 -0.7253 -0.8401
H -1.3889 -3.8215 -0.7475
H -2.1152 -2.8879 -2.0101
H -3.6645 -1.7639 -0.3793
H -3.8418 -3.4781 -0.4760
H -2.4289 -3.7355 1.6391
H -2.3156 -1.9831 1.6901
H -5.0702 -3.3057 1.5673
H -4.2615 -3.0827 3.1214

Forces on atoms 1 to 3 (eV/Å):
0.9022 0.0267 -0.4236
-0.3805 0.0043 0.5227
-0.5681 -0.6403 -0.4005

---

Formula: C13H29ClIN2OP2SeTc
Source: the Open Molecules 2025 dataset
Level of theory: ωB97M-V with the def2-TZVPD basis set

As for the spin multiplicity: 4. The value obtained for the total energy is -125697.9225 eV. For the HOMO energy (spin up / spin down), the calculation gives -17.7 / -18.0 eV. The gap between HOMO and LUMO (spin up / spin down) is 5.61 / 6.24 eV. As for the charge: +3. The expectation value of S² is 3.809.

Element x y z (Å)
C 0.9257 -4.6911 -0.8795
C 1.7657 -4.4148 0.2710
H 1.1630 -5.7458 -1.1044
H 1.1300 -4.0403 -1.7495
H -0.1492 -4.5758 -0.6526
O 2.4938 -5.0235 0.9697
I 2.3041 -1.9054 1.5046
Tc 0.3257 -1.1787 0.1606
P -1.6128 -1.4906 1.4031
C -1.7807 -0.8322 3.1028
C -3.3094 -1.1154 0.7845
H -4.0417 -1.5968 1.4431
H -2.6884 -3.4810 2.2573
H -3.4171 -1.5062 -0.2290
H -1.8228 -3.7995 0.7297
H -1.6458 0.2575 3.0985
H -3.4882 -0.0388 0.7907
C -1.7624 -3.2879 1.6971
H -2.7821 -1.0737 3.4950
H -0.9004 -3.6449 2.2723
H -1.0287 -1.2895 3.7581
P 1.2368 -0.0174 -1.5773
C 2.6934 1.0239 -1.2454
C 1.8782 -1.2004 -2.8094
H -0.7074 0.5989 -2.8603
H 0.7932 1.2038 -3.6036
H 0.0925 2.0482 -2.1743
C 0.2506 1.0817 -2.6588
H 1.0442 -1.7991 -3.1891
H 2.3169 -0.6233 -3.6357
H 3.4607 0.7827 -1.9971
H 3.1038 0.8180 -0.2486
H 2.6393 -1.8418 -2.3464
H 2.4223 2.0855 -1.3262
Cl -1.0887 -2.1118 -1.6132
C 2.2493 3.7703 1.4951
N 0.9396 3.6917 0.8675
C 0.2962 4.7612 0.2429
C -0.8845 4.2886 -0.2061
N -0.9480 2.9419 0.0917
C -2.0670 2.0567 -0.2052
C 0.1938 2.5655 0.7358
Se 0.6521 0.9141 1.5824
H 3.0483 3.6097 0.7558
H 2.3407 2.9994 2.2664
H 2.3567 4.7739 1.9099
H 0.7148 5.7436 0.2073
H -1.6659 4.8208 -0.7444
H -2.9640 2.3866 0.3319
H -2.2747 2.0576 -1.2857
H -1.8015 1.0440 0.1170

Forces on atoms 1 to 3 (eV/Å):
-0.9976 0.7123 -1.0298
4.1092 -4.7561 3.2676
-0.0329 0.2818 0.0498

---

Formula: C13H29N3O16S3
Source: the Open Molecules 2025 dataset
Level of theory: ωB97M-V with the def2-TZVPD basis set

The value obtained for the total energy is -83667.5833 eV. For the HOMO energy, the calculation gives -6.4 eV. The gap between HOMO and LUMO is 6.26 eV. As for the charge: 0. The calculation puts the energy above the lowest of the compared OMol25 structures with the same formula, charge and spin at 1348.8 kJ/mol.

Element x y z (Å)
C 0.1650 -0.7712 -0.0642
N 0.2295 -1.2015 1.3538
O 0.1459 -2.3802 1.6620
O 0.3412 -0.3378 2.2328
H -0.4732 0.1057 -0.1732
H -0.1220 -1.6777 -0.5971
H 1.1179 -0.6039 -0.5662
C -2.6800 1.0063 -1.7012
C -2.1627 -0.3394 -1.8701
O -0.8271 -0.2199 -2.1432
S -0.3427 1.3362 -2.4174
O 0.2824 1.4139 -3.7669
O 0.2323 1.9481 -1.2698
O -1.8717 1.9132 -2.4640
H -2.6560 1.3072 -0.6538
H -3.6572 1.0485 -2.1821
H -2.4118 -0.7860 -2.8327
H -2.3773 -1.1125 -1.1323
C -1.6162 4.6962 1.0088
C -2.8914 4.1354 1.6660
O -2.5193 2.9720 2.3871
S -1.2111 2.1320 1.7618
O -1.4940 1.0101 0.8422
O -0.3214 1.8777 2.9012
O -0.7436 3.4783 0.9135
H -1.3389 5.6019 1.5482
H -1.7707 5.0248 -0.0190
H -3.6010 3.8102 0.9052
H -3.3401 4.8781 2.3256
C -3.7808 -4.4367 1.1522
C -4.4806 -3.2148 0.4729
O -3.5302 -2.4962 -0.2203
S -2.0513 -2.5866 0.4864
O -1.8325 -1.7415 1.6801
O -0.9979 -2.7051 -0.5730
O -2.3826 -4.1349 1.0145
H -4.0674 -5.2886 0.5357
H -3.9805 -4.7072 2.1890
H -5.0351 -2.6843 1.2470
H -5.2826 -3.3863 -0.2450
C 4.7704 -0.4438 1.2738
O 5.8003 -0.8336 1.7268
N 3.8247 0.2528 1.9349
C 3.8027 0.1994 3.4320
C 2.5622 0.5332 1.3045
H 4.4125 -0.5910 0.2431
H 3.4151 1.1045 3.8997
H 4.7900 0.1227 3.8875
H 3.2038 -0.6815 3.6631
H 2.4623 0.2799 0.2490
H 1.8630 -0.0603 1.8936
H 2.2896 1.5885 1.2958
C 3.9128 -0.9479 -1.8687
O 4.5027 -0.4616 -0.8778
N 2.8069 -0.4780 -2.4144
C 2.2967 -1.0644 -3.6330
C 2.1142 0.7027 -1.9357
H 4.3545 -1.8324 -2.3531
H 2.8614 -1.9452 -3.9385
H 2.1981 -0.2103 -4.3030
H 1.2538 -1.3511 -3.4985
H 2.4239 1.0714 -0.9579
H 2.3838 1.5754 -2.5305
H 1.0314 0.5872 -1.8872

Forces on atoms 1 to 3 (eV/Å):
1.7705 0.1099 0.0303
1.9920 0.8296 1.7967
3.1666 -0.2342 -0.4821